Entry from the OMol25 dataset: a molecular structure, C5H6N4O at a distorted geometry (ωB97M-V/def2-TZVPD).

Last column: Löwdin charge in e.
Atoms and positions in Å:
C1 -0.854 -0.559 -0.766  -0.355
C2 0.341 -0.128 0.085  -0.143
C3 1.555 -0.913 0.255  0.035
C4 2.424 -0.220 1.121  -0.138
C5 1.224 1.768 1.057  -0.202
H1 -2.279 -1.210 -2.087  0.215
H2 -3.778 -0.645 -0.600  0.177
H3 -1.947 1.034 -0.225  0.099
H4 1.647 -1.959 -0.039  0.115
H5 3.246 -0.789 1.711  0.135
H6 1.487 2.883 1.439  0.157
N1 -2.991 -0.178 -1.513  -0.057
N2 -1.993 0.117 -0.544  -0.105
N3 2.324 1.090 1.441  0.035
N4 0.232 1.222 0.348  0.099
O1 -0.638 -1.513 -1.685  -0.066

The charge is 0. The HOMO-LUMO gap comes out at 8.888 eV. The calculation puts the energy at -488.23810 Ha. The calculation puts the energy above the lowest of the compared OMol25 structures with the same formula, charge and spin at 490.3 kJ/mol. As for the spin multiplicity: 1.